77
Properties=species:S:1:pos:R:3:forces:R:3 method="wB97M-V/def2-TZVPD" multiplicity=5 de_lowest_kj_mol=24.65 gap_ha="0.2832 / 0.2694"
C -0.646766 -2.538513 1.781362 0.27 -0.54 -1.01
C -0.595269 -2.616003 0.340555 0.19 -1.85 0.93
C 0.790183 -3.025450 -0.001818 -0.84 -0.46 0.69
H -1.486664 -2.648926 -0.273436 0.25 -0.20 0.18
C 1.531782 -3.019226 1.237178 -1.11 -0.82 -0.19
C 0.630566 -2.792141 2.302234 0.40 -0.08 -0.03
H 0.872856 -2.866351 3.365413 0.03 0.30 -0.49
H -1.568538 -2.467625 2.346166 0.33 0.43 -0.18
H 1.138505 -3.443557 -0.948204 -0.15 0.25 0.43
H 2.583864 -3.276150 1.316452 -0.20 0.25 0.02
Co 0.545325 -1.042508 -0.024484 1.07 0.81 4.08
Cl 2.401901 0.027313 0.327132 0.77 0.55 0.17
P 0.216197 -0.763259 -1.988093 -0.71 0.77 -5.35
C 1.380786 -1.844044 -2.968229 0.26 0.04 0.03
C 1.041137 -2.486450 -4.165199 0.21 -0.10 0.06
H 0.033494 -2.403078 -4.569833 0.22 -0.08 0.12
C 1.997818 -3.252107 -4.847920 -0.09 0.20 0.17
H 1.694146 -3.815632 -5.733652 0.17 0.27 0.22
C 3.319148 -3.295172 -4.398415 0.00 -0.04 0.08
H 4.067465 -3.868113 -4.948828 -0.23 0.16 0.12
C 3.682998 -2.622356 -3.228250 -0.56 0.01 -0.09
H 4.710723 -2.626218 -2.865589 -0.27 -0.09 -0.11
C 2.699984 -1.945790 -2.501175 0.24 0.00 -0.10
H 2.970526 -1.474209 -1.557583 -0.03 -0.03 -0.25
C -1.389160 -1.247808 -2.807714 -0.11 0.04 -0.14
C -1.831976 -2.570848 -2.655769 -0.33 0.04 -0.08
H -1.237225 -3.290863 -2.100631 -0.06 0.12 -0.11
C -3.038073 -3.001902 -3.216436 0.25 0.07 -0.01
H -3.386709 -4.018700 -3.010478 0.15 0.36 -0.21
C -3.768629 -2.143719 -4.038006 0.03 0.26 -0.03
H -4.683988 -2.484172 -4.523684 0.24 0.06 0.17
C -3.317778 -0.836219 -4.245653 0.24 -0.28 0.35
H -3.853953 -0.155813 -4.904629 0.03 -0.17 0.18
C -2.160637 -0.384702 -3.600052 -0.06 -0.19 -0.07
H -1.856123 0.648819 -3.740249 -0.03 -0.26 -0.06
C 0.538613 0.872539 -2.794420 -0.12 0.21 0.03
C 1.546654 1.070108 -3.750069 -0.32 0.00 -0.07
H 2.283275 0.293563 -3.947354 -0.26 0.11 0.01
C 1.586303 2.247127 -4.496808 0.05 0.02 0.13
H 2.336814 2.356247 -5.283123 -0.22 0.01 0.28
C 0.671273 3.269258 -4.251215 -0.16 -0.11 0.29
H 0.687028 4.172454 -4.854152 0.03 -0.09 0.11
C -0.261322 3.134121 -3.217252 0.19 -0.36 -0.09
H -0.946306 3.947057 -2.976445 0.15 -0.19 -0.11
C -0.324593 1.940007 -2.490698 0.25 0.05 -0.53
H -1.082669 1.836162 -1.716823 0.11 -0.05 -0.05
C 0.388457 4.764045 4.665855 0.05 0.04 0.13
C 0.300073 3.723046 3.578841 -0.26 -0.46 0.18
C 0.643198 4.044137 2.267851 -0.02 -0.42 -0.02
C 0.557715 3.081685 1.251885 -0.35 0.06 0.31
C 1.038431 3.511952 -0.099642 0.04 0.01 -0.40
C -0.000484 1.832747 1.524758 -0.18 -0.41 0.23
C -0.331053 1.400101 2.865980 0.23 1.03 0.46
C -0.122947 2.432992 3.862264 -0.07 0.18 0.36
N -0.787230 0.162462 3.135599 -0.33 0.29 -0.05
C -1.161122 -0.179932 4.542631 0.31 0.43 -0.38
C 0.096261 -0.192552 5.410191 0.53 0.19 0.27
C -2.308182 0.713093 5.028672 -0.31 0.51 0.05
C -1.727638 -1.583843 4.714902 -0.25 -0.55 -0.06
H 1.397093 5.192688 4.715326 -0.18 -0.07 0.02
H -0.309497 5.592177 4.483517 0.13 -0.18 0.00
H 0.148700 4.331645 5.643901 0.07 0.11 -0.18
H 0.978688 5.052366 2.024811 0.04 -0.22 0.03
H 0.217901 3.909100 -0.706718 0.12 -0.09 0.09
H 1.770295 4.321822 0.008102 -0.10 -0.22 -0.02
H 1.508501 2.692182 -0.649709 -0.09 0.10 0.09
H -0.219336 1.135628 0.703769 0.21 0.31 0.28
H -0.341102 2.219245 4.910483 0.20 0.19 -0.61
H 0.674537 0.732445 5.387986 -0.09 -0.23 0.05
H -0.164507 -0.410961 6.450797 0.03 -0.02 -0.09
H 0.756566 -0.987702 5.041726 -0.10 0.15 0.13
H -3.190448 0.506295 4.409808 0.11 0.01 0.17
H -2.549049 0.472728 6.068184 -0.02 -0.02 -0.10
H -2.131227 1.787603 4.968695 -0.06 -0.25 0.00
H -2.609686 -1.769504 4.093941 0.13 0.07 0.01
H -0.993851 -2.379218 4.556774 -0.09 0.16 -0.12
H -2.052050 -1.655659 5.764686 0.07 -0.10 -0.32

99
Properties=species:S:1:pos:R:3:forces:R:3 method="wB97M-V/def2-TZVPD" total_charge=+1 gap_ha=0.2655
C 1.531061 -5.181744 2.280389 0.62 -0.13 -0.74
C 1.172410 -4.382897 0.960861 -0.85 0.75 1.34
B 0.687787 -2.927729 1.415676 1.29 -0.47 1.00
O 1.152254 -2.403680 2.618850 -1.55 0.04 -1.43
N -0.294282 -2.074496 0.640715 0.21 -0.80 0.13
C -1.395773 -2.653926 0.097430 0.48 2.50 -0.46
N -2.080819 -1.637249 -0.487747 -0.35 -1.20 0.50
C -3.354590 -1.965399 -1.145265 -0.64 -0.94 -0.82
C -3.207376 -2.245986 -2.700784 -0.56 -0.70 0.39
F -1.969584 -1.848474 -3.204025 -0.90 0.15 0.38
C -1.443841 -0.404854 -0.329731 1.00 -0.70 2.30
P -2.028474 1.280028 -0.938824 0.10 0.99 -2.39
N -2.182307 2.395892 0.401790 -0.31 -1.65 -0.17
O -3.638312 1.071502 -1.468479 1.19 0.02 2.12
C -0.246346 -0.683948 0.417705 -2.14 0.06 -1.06
C 0.897519 0.211180 0.964910 0.25 -0.94 -0.88
C 1.081892 1.596693 0.246668 0.61 -0.48 0.76
C 1.231912 1.523168 -1.315994 -0.78 1.03 0.29
O 0.626029 2.726326 -1.841967 0.84 -0.13 -0.03
C 1.611872 3.584897 -2.412011 0.19 0.62 -0.70
H 1.799834 -6.217191 1.972093 -0.23 0.63 0.49
H 0.708622 -5.198021 3.025831 0.42 -0.01 -0.67
H 2.422393 -4.723938 2.765579 -0.64 -0.35 -0.32
H 2.062292 -4.276003 0.296947 -0.77 -0.34 0.22
H 0.298808 -4.872494 0.462570 0.98 0.16 -0.07
H 0.564228 -1.653317 2.828959 0.80 -0.08 0.32
H -1.694193 -3.718660 0.133453 0.35 1.00 0.00
H -3.692768 -2.936059 -0.702204 0.26 0.95 -0.17
H -4.174144 -1.248420 -0.958618 0.99 -0.19 0.05
H -4.078002 -1.772979 -3.209105 1.01 0.08 0.02
H -3.306169 -3.346008 -2.888782 0.29 0.87 0.19
H -3.155746 2.676686 0.541814 0.35 -0.01 0.26
H -1.775958 1.996609 1.249116 -0.42 0.36 0.05
H -4.157040 1.131704 -0.639023 -0.32 -0.20 -0.70
H 0.766791 0.275763 2.070035 0.18 0.41 -0.75
H 1.850128 -0.360093 0.797744 -0.81 0.32 0.27
H 2.046831 2.016652 0.636955 -0.92 -0.28 -0.12
H 0.287376 2.288132 0.600964 0.46 -0.29 -0.81
H 2.305748 1.555457 -1.613658 -0.72 -0.61 0.30
H 0.674051 0.659835 -1.753920 0.67 0.50 0.28
H 2.413218 3.868034 -1.681604 -0.52 -0.39 -0.56
H 1.144336 4.536380 -2.771195 0.06 -0.90 0.50
H 2.049038 3.103703 -3.327167 -0.06 0.33 0.81
C -9.013966 -1.865398 -1.756115 -0.08 -0.18 -0.11
C -8.010979 -1.466593 -0.968887 -0.38 0.65 -0.13
C -7.013271 -2.435966 -0.420486 0.06 -0.70 0.07
O -6.099315 -2.022283 0.280132 -0.10 0.35 -0.11
C -7.176544 -3.847498 -0.744664 0.29 0.40 0.19
C -8.183160 -4.251318 -1.530660 0.35 -0.91 0.13
C -9.166315 -3.278153 -2.102637 -0.38 0.64 -0.14
O -10.051947 -3.686015 -2.824983 0.21 -0.33 0.10
O -8.356544 -5.539860 -1.841237 -0.32 0.83 -0.14
O -7.849567 -0.173767 -0.632255 0.40 -0.64 0.09
H -9.740059 -1.173492 -2.160286 0.02 0.00 0.01
H -6.458570 -4.540083 -0.326919 -0.05 -0.03 0.00
H -9.145906 -5.568566 -2.417771 0.03 -0.12 0.01
H -7.060101 -0.148989 -0.061380 -0.12 0.06 0.03
C -3.455656 -5.604879 4.459280 0.32 0.20 -0.34
C -4.199584 -5.450466 5.562542 -0.27 -0.89 -0.16
C -4.191910 -4.169221 6.336886 0.14 0.57 0.21
O -4.894964 -4.064431 7.319829 -0.05 -0.32 -0.14
C -3.321136 -3.089577 5.867772 -0.12 -0.02 0.12
C -2.579907 -3.250848 4.770419 0.10 0.62 0.30
C -2.609404 -4.519656 3.983582 -0.30 -0.71 0.01
O -1.924281 -4.608318 2.973586 0.16 0.46 -0.12
O -1.765841 -2.278020 4.313182 -0.12 -0.47 -0.30
O -4.983523 -6.430933 6.022679 0.26 0.86 0.15
H -3.453460 -6.523831 3.889418 -0.02 0.00 0.04
H -3.309153 -2.174455 6.443737 0.00 -0.01 -0.01
H -1.349628 -2.650905 3.514349 -0.03 -0.11 0.11
H -5.413628 -6.071873 6.823599 -0.05 -0.13 -0.01
C 5.494451 5.368589 -3.489914 -0.21 -0.32 0.13
C 5.823174 6.027694 -4.606167 -0.05 0.68 0.53
C 6.031888 5.311455 -5.902834 0.08 -0.50 -0.40
O 6.311068 5.951356 -6.897272 -0.03 0.25 0.25
C 5.892722 3.855044 -5.912454 0.03 0.22 -0.11
C 5.567897 3.199799 -4.794734 0.09 -0.60 -0.52
C 5.333231 3.920627 -3.506819 0.09 0.68 0.33
O 5.019776 3.282174 -2.514056 -0.08 -0.38 -0.24
O 5.435740 1.860680 -4.773812 -0.10 0.56 0.49
O 5.980133 7.359199 -4.617155 0.02 -0.66 -0.51
H 5.338952 5.874107 -2.547913 0.05 0.02 -0.04
H 6.062939 3.345779 -6.850920 -0.01 0.00 0.02
H 5.197956 1.636280 -3.854769 0.04 -0.05 -0.07
H 6.213239 7.588794 -5.537642 -0.01 0.09 0.06
C 5.967314 4.419854 0.372708 0.09 0.12 -0.17
C 5.681437 4.232887 1.663892 -0.60 -0.21 -0.38
C 6.663397 4.567292 2.740208 0.62 0.21 0.27
O 6.349215 4.396539 3.903682 -0.34 -0.15 -0.17
C 7.970077 5.084420 2.340776 -0.24 -0.10 0.19
C 8.259446 5.269021 1.048083 0.75 0.26 0.35
C 7.266353 4.959830 -0.026452 -0.52 -0.22 -0.22
O 7.565922 5.160443 -1.190075 0.29 0.07 0.23
O 9.452791 5.740335 0.653979 -0.72 -0.25 -0.33
O 4.494479 3.734755 2.061399 0.58 0.19 0.32
H 5.264829 4.183145 -0.414798 0.04 -0.04 -0.01
H 8.677997 5.305996 3.127325 0.00 0.01 -0.02
H 9.410000 5.783169 -0.320530 0.10 0.05 0.05
H 4.541187 3.701055 3.036597 -0.02 0.02 -0.04